a.
3 unconnected molecules or ions with the total composition C4H14O4. Source: the Open Molecules 2025 dataset; level of theory: wB97M-V/def2-TZVPD.

Element x y z (Å)
O (-1.72090, 1.46077, -1.14620)
C (-0.39965, 1.75578, -1.60322)
C (0.67623, 1.26401, -0.65764)
C (1.71720, 0.22897, -1.17521)
C (1.63940, -1.13166, -0.49826)
O (0.30353, -1.62431, -0.39926)
H (-2.34978, 1.50386, -1.86596)
H (-0.24230, 1.48791, -2.65382)
H (-0.32718, 2.84527, -1.54697)
H (1.24855, 2.08986, -0.23617)
H (0.27945, 0.83048, 0.27546)
H (2.70470, 0.64459, -0.93975)
H (1.67421, 0.10536, -2.26567)
H (2.25870, -1.25961, 0.38685)
H (2.10374, -1.88796, -1.16876)
H (-0.32532, -0.94316, -0.60678)
O (-1.39927, -1.85896, 1.74228)
H (-0.72507, -1.71540, 1.02359)
H (-1.96982, -2.61645, 1.53764)
O (-0.23633, 0.30754, 2.97736)
H (-1.12707, 0.37970, 3.36162)
H (-0.28091, -0.62837, 2.73523)

As for the net charge: 0. The SMILES is OCCCCO.O.O.

---

b.
5 unconnected molecules or ions with the total composition C4H14O4. Source: the Open Molecules 2025 dataset; level of theory: wB97M-V/def2-TZVPD.

Element x y z (Å)
C (-0.84910, -0.72696, 1.48539)
C (-0.17964, -1.48612, 0.62673)
C (0.60196, -0.90928, -0.50587)
C (0.58147, -1.43589, -1.72369)
H (-1.05160, 0.31381, 1.24993)
H (-1.63519, -1.16307, 2.09359)
H (-0.01692, -2.55112, 0.79438)
H (0.95212, 0.10103, -0.28950)
H (1.00060, -0.97567, -2.60741)
H (0.23416, -2.46067, -1.83352)
O (0.94175, 2.04371, 1.31437)
H (1.26637, 1.80103, 2.16309)
H (1.07828, 2.92674, 0.98669)
O (3.61716, -0.01073, 0.77581)
H (3.64244, -0.14485, -0.19313)
H (2.68003, 0.06258, 1.04454)
O (-1.44018, 2.25725, -0.97379)
H (-0.64074, 1.93447, -0.52511)
H (-2.08436, 1.51803, -0.86201)
O (-2.64920, -0.27081, -0.72483)
H (-2.43655, -0.54612, -1.63053)
H (-3.61289, -0.27735, -0.66514)

As for the net charge: 0. The SMILES is C=CC=C.O.O.O.O.

---

It turns out a is the most stable, with the second structure 0.0312 hartree higher.